Entry 1:
# C16H21NO2

The molecule C16H21NO2 (ωB97M-V/def2-TZVPD, the OMol25 dataset).

Structure (XYZ):
```
40
C16H21NO2 (ωB97M-V/def2-TZVPD)
O -0.448 0.276 0.112
O -2.524 1.042 0.384
N 0.160 -2.171 1.936
C 0.939 -1.827 0.863
C 2.093 -1.066 1.059
C 0.291 1.331 -1.916
C 0.198 2.571 0.252
C 4.189 0.034 0.238
C -2.597 1.041 -2.009
C 2.692 -1.329 -1.243
C 1.567 -2.111 -1.441
C -0.483 1.510 -0.618
C -1.885 -0.799 1.701
C -2.018 1.733 -0.771
C 0.692 -2.362 -0.404
C -1.607 0.125 0.759
C -1.005 -1.794 2.256
C 2.961 -0.800 0.015
C -2.475 3.185 -0.722
H 5.057 -0.611 0.379
H 0.204 2.223 -2.529
H 2.285 -0.661 2.043
H 1.366 -2.522 -2.421
H -1.419 -2.305 3.124
H 3.365 -1.130 -2.064
H -2.003 3.747 -1.523
H -3.553 3.224 -0.850
H -2.882 -0.754 2.109
H -2.231 3.642 0.232
H 1.337 1.158 -1.677
H 1.203 2.225 0.482
H -0.064 0.469 -2.471
H -0.338 2.701 1.190
H -0.190 -2.967 -0.556
H 0.259 3.521 -0.269
H 4.387 0.674 -0.621
H -2.289 1.552 -2.916
H -3.683 1.061 -1.942
H -2.278 0.002 -2.049
H 4.084 0.656 1.125
```

Output
Relative energy (zero: lowest compared OMol25 entry of this formula, charge and spin), kcal per mole: 45.0
SMILES string: Cc1cccc(/N=C\C=C2OC(C)(C)C(C)(C)O2)c1
Frontier orbital gap, eV: 8.19
Lowest unoccupied orbital energy, eV: 0.611
Charge: 0
Multiplicity: 1

Results of the Mulliken charge analysis, in e, for atoms 1 through 4: 0.120, -0.433, -0.678, 0.004

Entry 2:
# C17H15ClErO3

A structure of composition C17H15ClErO3 (ωB97M-V/def2-TZVPD, the OMol25 dataset).

Structure (XYZ):
```
37
C17H15ClErO3 (ωB97M-V/def2-TZVPD)
Er -0.665 -1.028 1.339
Cl -1.506 0.964 2.620
O -3.694 -2.139 -2.596
O -1.740 -1.535 -0.669
O -1.743 -2.915 1.119
C 1.517 -1.606 2.255
C -4.243 -2.912 -1.635
C -0.548 1.415 -2.546
C 1.917 -0.291 1.867
C -5.306 -4.524 0.473
C -4.092 -3.889 0.631
C 1.418 -2.398 1.052
C -2.303 -2.536 -0.028
C 0.681 2.766 -1.123
C 0.764 1.889 -2.267
C 2.117 -0.282 0.457
C -0.685 2.795 -0.714
C -5.983 -4.380 -0.750
C -1.430 1.964 -1.578
C -3.585 -3.102 -0.368
C 1.795 -1.562 -0.049
C -5.471 -3.601 -1.815
H -0.799 0.625 -3.256
H -2.863 -1.744 -2.220
H -5.979 -3.550 -2.794
H 1.535 3.131 -0.535
H 1.712 1.470 -2.667
H 2.016 0.582 2.494
H -2.469 1.705 -1.458
H -3.480 -3.935 1.519
H 2.478 0.546 -0.142
H -6.929 -4.909 -0.892
H 1.094 -3.424 0.980
H -5.676 -5.129 1.300
H 1.868 -1.828 -1.089
H 1.189 -1.917 3.261
H -1.048 3.279 0.187
```

Output
Frontier orbital gap (spin up / spin down), eV: 4.58 / 4.59
Expectation value of S²: 3.75
Lowest unoccupied orbital energy (spin up / spin down), eV: 1.874 / 1.883
Charge: -1
Multiplicity: 4

Results of the Mulliken charge analysis, in e, for atoms 1 through 4: 0.903, -0.572, -0.625, -0.692

Entry 3:
# H9O4S

A cluster of 5 separate species, H9O4S in total (ωB97M-V/def2-TZVPD, the OMol25 dataset).

Structure (XYZ):
```
14
H9O4S (ωB97M-V/def2-TZVPD)
S 0.238 -0.824 1.626
O 1.765 0.857 -0.471
O -4.308 3.207 0.504
O -1.774 1.117 -0.225
O 4.002 -4.208 -1.863
H -0.636 -0.569 2.611
H 3.323 -3.533 -1.772
H 2.140 -0.031 -0.401
H -4.546 2.667 1.270
H -1.459 0.220 -0.005
H 4.763 -3.906 -1.359
H 1.153 0.775 0.303
H -0.964 1.635 -0.267
H -3.697 2.593 0.050
```

Output
Relative energy (zero: lowest compared OMol25 entry of this formula, charge and spin), kcal per mole: 23.5
Frontier orbital gap, eV: 6.76
Lowest unoccupied orbital energy, eV: 3.100
Charge: -1
Multiplicity: 1

Results of the Mulliken charge analysis, in e, for atoms 1 through 4: -0.881, -0.641, -0.674, -0.587

Entry 4:
# C4H7N4

A structure of composition C4H7N4 (ωB97M-V/def2-TZVPD, the OMol25 dataset).

Structure (XYZ):
```
15
C4H7N4 (ωB97M-V/def2-TZVPD)
N 1.032 -0.634 -0.314
N -2.358 0.922 -0.086
N 0.573 1.606 -0.182
N -2.530 -0.211 -0.277
C 1.742 0.645 -0.048
C -1.515 -1.250 -0.100
C -0.208 -0.470 0.416
C -0.483 0.959 0.116
H -1.893 -1.804 0.692
H 0.773 2.609 -0.461
H -1.234 -1.916 -0.962
H 0.028 -0.453 1.439
H 2.531 0.676 -0.689
H 2.000 0.771 0.938
H 1.541 -1.450 -0.480
```

Output
Relative energy (zero: lowest compared OMol25 entry of this formula, charge and spin), kcal per mole: 101.5
Frontier orbital gap, eV: 9.60
Lowest unoccupied orbital energy, eV: -4.507
Charge: +1
Multiplicity: 1

Results of the Mulliken charge analysis, in e, for atoms 1 through 4: -0.371, -0.058, -0.063, 0.030

Entry 5:
# C4H13BN

The ion C4H13BN with charge -1 (ωB97M-V/def2-TZVPD, the OMol25 dataset).

Structure (XYZ):
```
19
C4H13BN (ωB97M-V/def2-TZVPD)
N -1.370 -0.657 -0.328
C 2.024 0.625 -0.229
C -2.843 -0.559 0.005
C -0.723 0.695 -0.527
C 2.268 -0.992 0.113
B 0.557 0.990 0.495
H 0.370 0.287 1.445
H 1.433 -1.557 -0.517
H 1.912 0.832 -1.384
H -2.960 -0.589 1.184
H -3.471 -1.466 -0.446
H 2.062 -1.143 1.274
H 0.631 2.114 0.843
H 2.902 1.305 0.149
H -1.514 1.548 -0.287
H -0.870 -1.253 0.367
H -3.375 0.415 -0.368
H -0.387 0.756 -1.670
H 3.357 -1.352 -0.120
```

Output
Frontier orbital gap, eV: 7.84
Lowest unoccupied orbital energy, eV: 4.042
Charge: -1
Multiplicity: 1

Results of the Mulliken charge analysis, in e, for atoms 1 through 4: -0.354, -0.525, -0.679, -0.552

Entry 6:
# C8H15NO4S

The molecule C8H15NO4S (ωB97M-V/def2-TZVPD, the OMol25 dataset).

Structure (XYZ):
```
29
C8H15NO4S (ωB97M-V/def2-TZVPD)
S 3.962 0.681 0.163
O 3.465 -0.657 -0.813
O 5.193 0.319 0.856
O 4.112 1.759 -0.828
O 2.731 0.838 1.002
N -1.072 -0.788 0.137
C -2.482 -0.829 -0.366
C 2.349 -0.359 -1.535
C -1.289 0.470 1.168
C -0.175 -0.547 -0.915
C -1.187 1.770 0.419
C -2.191 2.701 0.407
C 1.136 -0.590 -0.630
C -0.841 -2.022 0.951
H -2.175 3.504 -0.277
H -0.359 1.913 -0.250
H -2.305 0.409 1.547
H 2.271 0.588 -2.097
H -1.421 -1.989 1.932
H -3.029 2.430 0.965
H -2.588 0.086 -0.921
H 0.277 -2.115 0.980
H -3.217 -1.002 0.438
H -1.320 -2.888 0.559
H -0.383 0.311 1.844
H -0.549 -0.411 -1.894
H -2.563 -1.714 -0.985
H 1.450 -0.742 0.416
H 2.201 -1.125 -2.273
```

Output
Relative energy (zero: lowest compared OMol25 entry of this formula, charge and spin), kcal per mole: 117.7
SMILES string: C=CC[N+](C)(C)/C=C/COS(=O)(=O)[O-]
Frontier orbital gap, eV: 8.16
Lowest unoccupied orbital energy, eV: -0.282
Charge: 0
Multiplicity: 1

Results of the Mulliken charge analysis, in e, for atoms 1 through 4: 1.214, -0.424, -0.618, -0.669

Entry 7:
# C27H31NO4

The molecule C27H31NO4 (ωB97M-V/def2-TZVPD, the OMol25 dataset).

Structure (XYZ):
```
63
C27H31NO4 (ωB97M-V/def2-TZVPD)
O 1.153 -1.826 3.999
O -0.846 3.100 -3.792
O 2.373 -1.511 1.409
O 0.227 1.035 -1.916
N -1.711 1.289 -0.739
C -0.837 3.685 -5.071
C 0.640 -4.575 0.872
C -1.134 -0.546 0.766
C -2.361 -2.445 -1.335
C -1.659 -0.697 2.038
C -0.629 1.735 -1.415
C -0.575 3.235 -1.471
C 2.984 -1.307 0.150
C 2.547 -1.648 4.170
C -0.407 3.967 -0.307
C 3.281 0.159 -0.154
C -0.578 -4.288 1.462
C -1.557 -3.622 0.746
C 2.945 -0.177 4.236
C -1.931 -1.001 -1.619
C -0.108 -3.528 -1.151
C -0.512 5.276 -2.746
C 0.509 -1.370 2.884
C 0.219 -0.787 0.568
C -2.012 -0.100 -0.380
C -1.328 -3.217 -0.561
C -0.286 5.346 -0.352
C -0.842 -1.100 3.075
C 1.050 -1.212 1.593
C -0.634 3.891 -2.710
C -0.336 5.991 -1.574
C 0.868 -4.203 -0.441
H -0.969 2.861 -5.769
H -0.353 3.446 0.638
H 3.906 0.222 -1.040
H 0.078 -3.236 -2.175
H 3.107 -2.158 3.382
H -3.307 -2.443 -0.788
H 1.812 -4.439 -0.913
H 3.924 -1.863 0.229
H 0.617 -0.650 -0.421
H 4.004 -0.095 4.466
H -1.236 -1.231 4.071
H -1.660 4.398 -5.193
H -0.918 -0.985 -2.015
H 2.383 -1.756 -0.648
H -2.292 1.992 -0.311
H 2.372 0.332 5.008
H -0.766 -4.580 2.485
H -0.149 5.909 0.558
H -0.240 7.066 -1.622
H 2.753 -2.136 5.128
H -2.589 -0.572 -2.380
H 2.369 0.720 -0.339
H -2.506 -3.404 1.214
H 3.810 0.612 0.682
H 0.113 4.186 -5.278
H -0.553 5.807 -3.684
H 2.754 0.308 3.282
H -2.528 -2.942 -2.295
H -2.706 -0.507 2.225
H 1.407 -5.089 1.432
H -3.052 -0.097 -0.031
```

Output
Relative energy (zero: lowest compared OMol25 entry of this formula, charge and spin), kcal per mole: 4.6
SMILES string: CCOc1ccc([C@H](CCc2ccccc2)NC(=O)c2ccccc2OC)cc1OCC
Frontier orbital gap, eV: 8.46
Lowest unoccupied orbital energy, eV: 0.723
Charge: 0
Multiplicity: 1

Results of the Mulliken charge analysis, in e, for atoms 1 through 4: -0.515, -0.367, -0.326, -0.679

Entry 8:
# C27H38O27S

A cluster of 9 separate species, C27H38O27S in total (ωB97M-V/def2-TZVPD, the OMol25 dataset).

Structure (XYZ):
```
93
C27H38O27S (ωB97M-V/def2-TZVPD)
S -4.189 -0.816 -0.076
O 8.246 -5.227 -5.356
O 6.729 -6.233 0.341
O -12.054 1.898 4.256
O -6.724 -1.963 3.751
O -6.813 5.343 0.512
O 4.256 -0.529 -2.006
O 6.438 -0.936 -1.671
O -3.618 0.250 2.991
O -5.471 -0.799 5.202
O -1.418 -0.733 -0.327
O 6.842 0.128 -5.458
O -4.542 2.019 1.920
O -4.586 1.924 4.163
O -0.263 0.354 -2.152
O 7.972 1.864 -4.542
O 9.486 -4.048 -3.902
O 7.232 -3.899 -3.831
O -6.906 6.000 2.683
O -7.721 -0.614 5.271
O 4.890 -2.158 -0.569
O -8.801 5.807 1.491
O -12.027 4.121 4.675
O -2.610 -2.124 -1.812
O 8.569 -7.550 0.373
O -10.131 2.899 4.842
O 8.687 -5.432 -0.416
O 7.714 1.752 -6.769
C 6.351 -0.037 -2.775
C -7.949 6.566 3.471
C 9.597 -5.341 -5.784
C 10.372 -4.943 -4.564
C -2.570 -1.310 -0.885
C 7.688 -4.478 -0.769
C -9.888 1.495 4.870
C 6.548 -4.835 0.133
C -5.025 3.227 3.803
C -11.458 3.071 4.599
C 4.969 0.525 -2.642
C -5.401 3.067 2.362
C 8.227 -4.349 -4.318
C -6.730 -1.084 4.787
C -4.194 1.301 3.020
C 8.249 3.039 -6.484
C 8.044 -6.503 0.123
C -7.448 5.684 1.471
C 8.805 2.873 -5.102
C -11.017 0.942 4.056
C -9.190 6.004 2.845
C -4.594 -1.703 4.541
C 5.170 -1.289 -1.343
C -5.371 -2.093 3.322
C 7.452 1.152 -5.578
C 1.020 -0.586 -0.306
C -0.294 -0.759 -1.234
H -8.913 1.261 4.445
H 0.995 0.391 0.271
H 9.014 3.312 -7.212
H -10.037 6.688 2.911
H 6.486 -0.598 -3.695
H -5.159 -3.114 3.001
H 4.524 0.770 -3.607
H 8.751 3.791 -4.517
H 9.760 -4.660 -6.625
H 9.818 -6.359 -6.106
H -0.569 0.081 -3.038
H 5.578 -4.632 -0.321
H -5.201 -1.416 2.484
H -4.398 -2.554 5.202
H 8.046 -3.461 -0.606
H -7.898 7.655 3.395
H -5.234 3.976 1.785
H -9.477 5.041 3.275
H 7.121 0.730 -2.711
H 4.936 1.411 -2.000
H -4.619 0.278 -0.808
H -3.653 -1.221 4.299
H 7.441 3.774 -6.525
H 10.578 -5.789 -3.903
H -11.329 -0.047 4.392
H 9.839 2.516 -5.106
H 7.439 -4.601 -1.826
H -6.440 2.750 2.232
H -10.781 0.896 2.988
H -7.845 6.279 4.518
H -0.146 -1.747 -1.776
H 0.979 -1.482 0.413
H 6.601 -4.324 1.099
H -9.914 1.153 5.908
H 1.914 -0.700 -0.993
H -5.867 3.538 4.422
H -4.201 3.931 3.945
H 11.312 -4.448 -4.809
```

Output
SMILES string: C[C@H](O)OC(=O)S.O=C1OCCO1.O=C1OCCO1.O=C1OCCO1.O=C1OCCO1.O=C1OCCO1.O=C1OCCO1.O=C1OCCO1.O=C1OCCO1
Frontier orbital gap, eV: 9.51
Lowest unoccupied orbital energy, eV: 0.122
Charge: 0
Multiplicity: 1

Results of the Mulliken charge analysis, in e, for atoms 1 through 4: -0.156, -0.320, -0.358, -0.335

Entry 9:
# C13H17IMgN2O3S

A structure of composition C13H17IMgN2O3S (ωB97M-V/def2-TZVPD, the OMol25 dataset).

Structure (XYZ):
```
38
C13H17IMgN2O3S (ωB97M-V/def2-TZVPD)
I -1.032 -1.693 -2.268
S 2.840 -0.673 -0.412
Mg 0.191 -0.347 -0.274
O 1.904 -1.426 0.513
O 1.927 0.282 -1.135
O 4.003 -0.051 0.159
N 0.340 1.203 1.296
N -0.126 1.869 -1.215
C -0.163 2.051 -2.528
C 0.358 2.529 1.016
C -0.011 3.326 -3.093
C 3.374 -1.877 -1.632
C 0.539 0.813 2.572
C 0.643 3.105 3.331
C -3.069 -4.055 -0.801
C 0.345 4.201 -0.885
C 0.177 2.888 -0.394
C -3.199 -4.142 0.710
C 0.538 3.510 2.005
C 0.634 1.741 3.616
C 0.231 4.407 -2.254
H -2.179 -3.462 -1.105
H 0.617 -0.252 2.759
H -0.094 3.424 -4.171
H -2.460 -4.828 1.125
H -4.191 -4.538 0.935
H 3.774 -1.391 -2.525
H 0.573 5.005 -0.182
H 2.518 -2.506 -1.878
H -2.962 -5.058 -1.235
H -3.940 -3.558 -1.243
H 0.702 1.374 4.640
H 4.157 -2.443 -1.131
H -0.325 1.160 -3.136
H 0.338 5.425 -2.650
H -3.094 -3.187 1.209
H 0.575 4.557 1.718
H 0.719 3.859 4.119
```

Output
Relative energy (zero: lowest compared OMol25 entry of this formula, charge and spin), kcal per mole: 0.0
Frontier orbital gap, eV: 7.31
Lowest unoccupied orbital energy, eV: -0.790
Charge: 0
Multiplicity: 1

Results of the Mulliken charge analysis, in e, for atoms 1 through 4: -0.493, 1.353, 0.693, -0.765

Entry 10:
# CH5N3O

The molecule CH5N3O (ωB97M-V/def2-TZVPD, the OMol25 dataset).

Structure (XYZ):
```
10
CH5N3O (ωB97M-V/def2-TZVPD)
O 1.061 -1.475 -0.433
N -0.684 1.630 -0.089
N 0.577 -0.218 -0.792
N -0.742 -0.437 1.122
C -0.316 0.306 0.147
H -0.187 2.038 -0.868
H -1.561 0.023 1.586
H 0.671 -1.621 0.495
H 1.360 0.451 -1.012
H -0.927 2.248 0.687
```

Output
Relative energy (zero: lowest compared OMol25 entry of this formula, charge and spin), kcal per mole: 30.9
SMILES string: [H]/N=C(\N)NO
Frontier orbital gap, eV: 9.91
Lowest unoccupied orbital energy, eV: 0.714
Charge: 0
Multiplicity: 1

Results of the Mulliken charge analysis, in e, for atoms 1 through 4: -0.425, -0.456, -0.236, -0.723

Entry 11:
# C25H23N3O5SSi2Tm

A structure of composition C25H23N3O5SSi2Tm (ωB97M-V/def2-TZVPD, the OMol25 dataset).

Structure (XYZ):
```
60
C25H23N3O5SSi2Tm (ωB97M-V/def2-TZVPD)
Tm 0.595 1.025 0.431
S 3.683 -1.584 3.704
Si 1.956 -0.986 -0.992
Si -0.319 1.370 -2.222
O 2.202 4.807 3.185
O -0.420 5.985 3.841
O -1.071 2.251 0.960
O -2.441 4.612 2.185
O 1.700 2.604 1.211
N 1.987 -0.255 2.352
N -1.001 -2.210 3.247
N -0.721 -0.531 1.824
C 1.124 4.462 2.743
C -1.265 4.333 2.275
C -0.555 3.218 1.642
C -3.148 -0.233 1.250
C 1.046 -2.635 -0.485
C 3.234 -0.278 2.671
C -3.523 -2.410 3.053
C 0.840 3.372 1.816
C -0.121 -1.358 2.654
C -2.113 0.627 -2.253
C 0.812 -0.884 -5.593
C 1.726 -1.811 -5.110
C -0.544 2.934 -3.328
C 0.579 0.067 -3.358
C 1.296 -1.296 2.920
C -4.590 -1.809 2.409
C 3.793 -1.593 -0.923
C 1.500 -0.882 -2.869
C 0.255 0.038 -4.719
C -2.067 -0.836 1.887
C 2.058 -2.135 3.683
C -4.403 -0.739 1.525
C -2.262 -1.905 2.774
C 2.057 -1.802 -3.764
C -0.217 5.082 3.071
H -0.036 -2.475 -0.415
H -1.188 2.729 -4.189
H 1.393 -2.988 0.494
H -1.010 3.738 -2.754
H 0.535 -0.882 -6.641
H 4.122 -1.661 0.120
H 4.466 -0.900 -1.435
H -5.267 -0.291 1.051
H 1.766 -3.021 4.222
H -2.149 -0.334 -1.727
H -3.668 -3.234 3.741
H -2.990 0.614 0.596
H 2.173 -2.538 -5.780
H 2.774 -2.533 -3.398
H -0.456 0.762 -5.109
H 0.414 3.304 -3.701
H -0.771 -2.918 3.919
H 1.214 -3.439 -1.209
H 3.921 -2.584 -1.370
H 3.965 0.441 2.330
H -2.821 1.305 -1.767
H -2.455 0.454 -3.278
H -5.593 -2.162 2.607
```

Output
Frontier orbital gap (spin up / spin down), eV: 3.83 / 5.42
Expectation value of S²: 2.45
Lowest unoccupied orbital energy (spin up / spin down), eV: 1.700 / 0.619
Charge: -1
Multiplicity: 3

Results of the Mulliken charge analysis, in e, for atoms 1 through 4: 0.582, -0.212, 0.775, 0.555

Entry 12:
# C4H5NO

A structure of composition C4H5NO (ωB97M-V/def2-TZVPD, the OMol25 dataset).

Structure (XYZ):
```
11
C4H5NO (ωB97M-V/def2-TZVPD)
O -0.638 0.668 -1.308
N 0.510 -1.180 -0.742
C -1.120 0.418 -0.018
C -0.238 -0.741 0.421
C 0.349 0.451 1.128
C 0.234 -0.329 -1.633
H 0.172 0.503 2.202
H -0.569 1.293 0.778
H -0.646 -1.543 1.028
H 0.611 -0.307 -2.651
H 1.335 0.767 0.795
```

Output
Relative energy (zero: lowest compared OMol25 entry of this formula, charge and spin), kcal per mole: 92.1
Frontier orbital gap, eV: 9.80
Lowest unoccupied orbital energy, eV: 0.983
Charge: 0
Multiplicity: 1

Results of the Mulliken charge analysis, in e, for atoms 1 through 4: -0.225, -0.572, -0.226, -0.049